{
  "formula": "C16H22AuClO5SSb",
  "method": "ωB97M-V/def2-TZVPD",
  "e_homo_ev": -10.203,
  "orbital_gap_ev": 5.53,
  "fmax_ev_per_a": 1.03,
  "e_tot_ha": -2232.7323,
  "lumo_ev": -4.68,
  "charge": 1,
  "species": ["Au", "O", "Cl", "O", "O", "O", "C", "C", "O", "S", "C", "C", "C", "C", "C", "C", "C", "C", "H", "H", "H", "H", "H", "H", "H", "C", "C", "Sb", "C", "C", "C", "C", "H", "H", "H", "H", "H", "H", "H", "H", "H", "H", "H", "H", "H", "H", "H"],
  "xyz": [[-0.4273, 0.7973, 0.2809], [3.5528, -0.1474, -0.1534], [2.5760, -0.1254, 0.8461], [3.0436, -0.2649, 2.1556], [1.7021, -1.3901, 0.5924], [1.6925, 1.0232, 0.7068], [-10.0717, 1.3598, -5.1907], [-9.2055, 1.8431, -4.0601], [-8.7105, 2.9306, -4.0015], [-9.0494, 0.6141, -2.7389], [-7.4183, 0.8462, -2.0717], [-7.0631, -0.0788, -1.0903], [-5.7854, -0.0884, -0.5646], [-4.8331, 0.8280, -1.0075], [-5.2138, 1.7892, -1.9411], [-6.4944, 1.8064, -2.4699], [-3.4715, 0.7656, -0.5488], [-2.3205, 0.7184, -0.1786], [-10.0578, 2.0904, -5.9953], [-11.0956, 1.2397, -4.8289], [-9.7294, 0.3874, -5.5391], [-7.7936, -0.7992, -0.7436], [-5.5266, -0.8090, 0.2010], [-4.4942, 2.5326, -2.2572], [-6.7651, 2.5703, -3.1804], [-0.1094, -5.4495, 0.4258], [0.9806, -4.4336, 0.0831], [0.1221, -2.4992, 0.1457], [-1.3366, -2.4698, 1.6855], [-2.7314, -2.5155, 1.0716], [-0.7156, -2.0947, -1.7586], [-1.2449, -3.3771, -2.3947], [0.3181, -6.4472, 0.3280], [-0.9662, -5.3964, -0.2458], [-0.4618, -5.3475, 1.4503], [1.3848, -4.5529, -0.9210], [1.8111, -4.4597, 0.7878], [-1.1582, -1.5684, 2.2706], [-1.1206, -3.3361, 2.3092], [-2.9216, -1.6525, 0.4353], [-3.4539, -2.4915, 1.8877], [-2.9039, -3.4324, 0.5059], [0.0754, -1.6374, -2.3552], [-1.4745, -1.3372, -1.5666], [-0.4725, -4.1338, -2.5340], [-1.6294, -3.1232, -3.3824], [-2.0662, -3.8151, -1.8284]],
  "forces_ev_per_a": [[-0.29, 0.23, -0.05], [0.03, 0.03, -0.08], [-0.04, 0.26, -0.02], [-0.02, 0.02, 0.09], [0.45, -0.41, 0.10], [-0.07, -0.39, 0.00], [-0.09, -0.02, 0.10], [-0.13, 0.06, 0.08], [0.13, 0.00, -0.13], [0.18, -0.06, -0.11], [-0.14, 0.07, 0.07], [0.01, -0.02, 0.04], [-0.08, -0.06, 0.05], [0.18, -0.02, -0.01], [-0.03, -0.01, -0.05], [0.08, 0.08, -0.01], [-0.22, 0.02, 0.05], [0.43, -0.10, 0.03], [0.00, 0.02, 0.03], [0.00, -0.02, 0.00], [0.01, 0.00, -0.04], [0.02, -0.03, -0.01], [0.01, -0.02, -0.03], [0.00, -0.02, -0.04], [0.01, -0.04, 0.01], [0.14, -0.11, -0.07], [0.24, 0.29, 0.12], [-1.01, 0.01, -0.21], [0.21, 0.15, 0.17], [0.01, -0.06, 0.03], [0.26, 0.18, -0.09], [0.00, 0.02, 0.01], [-0.06, -0.03, 0.01], [-0.01, 0.00, -0.02], [0.00, 0.01, 0.02], [-0.01, -0.08, -0.01], [-0.02, -0.01, 0.00], [-0.06, 0.03, -0.04], [0.03, 0.01, 0.03], [0.01, 0.03, 0.00], [-0.04, -0.01, -0.02], [0.00, -0.02, 0.02], [-0.01, 0.02, 0.02], [-0.07, -0.02, -0.04], [0.02, 0.02, 0.00], [-0.03, -0.02, 0.00], [-0.03, 0.01, 0.00]]
}